A 2-piece molecular cluster, C5H10NO2 overall, computed with the ωB97M-V functional and the def2-TZVPD basis.

Each line ends with the natural charge from an NBO analysis.
Element x y z (Å)
C (-0.686, 2.620, -1.485)  -0.6342
C (-0.425, 1.345, -0.725)  -0.0023
C (-0.512, 1.254, 0.600)  -0.4051
C (-0.242, 0.175, -1.655)  -0.6536
H (0.050, 2.800, -2.274)  0.1956
H (-0.750, 3.520, -0.867)  0.1984
H (-1.651, 2.531, -2.000)  0.1958
H (-0.366, 0.308, 1.108)  0.2680
H (-0.744, 2.158, 1.155)  0.1652
H (-0.446, -0.788, -1.190)  0.2738
H (0.783, 0.118, -2.034)  0.2061
H (-0.915, 0.289, -2.512)  0.1759
N (1.535, -3.217, 2.184)  -0.9256
C (0.661, -2.139, 1.788)  0.8669
O (0.567, -1.977, 0.547)  -0.8277
O (0.137, -1.498, 2.715)  -0.8043
H (1.328, -3.535, 3.122)  0.3525
H (1.677, -3.963, 1.526)  0.3545

Energy relative to the best compared isomer or geometry (same formula, charge and spin) = 10.4 kcal/mol
Strongest force on any atom = 0.01715 hartree/bohr
Gap between HOMO and LUMO = 0.2889 Eh
Highest occupied orbital energy = -4.2 eV
Charge = -1
DFT total energy = -10933.8158 eV